[1]
C4H7F3N2 | ωB97M-V with the def2-TZVPD basis set

Values from the calculation:
gap between HOMO and LUMO (spin up / spin down)	8.1 / 6.7	eV
relative energy (zero: lowest compared OMol25 entry of this formula, charge and spin)	2.544	eV
electronic energy	-565.61610	a.u.
maximum force	3.97	eV/Å

Last column: Mulliken charge in e.
Element x y z (Å)
C -0.775 -0.690 0.265  -1.0604
C 0.103 0.495 0.417  0.2453
C 0.981 0.584 -0.788  -0.3719
C -0.354 -1.902 0.833  1.1489
N -0.594 1.739 0.659  -0.6176
N 0.497 1.162 -1.894  -0.3390
F 0.852 -2.432 0.509  -0.2919
F -0.463 -1.871 2.180  -0.2711
F -1.188 -2.870 0.469  -0.3190
H -1.350 -0.797 -0.681  0.2177
H 0.882 0.198 1.080  0.1946
H 1.848 -0.051 -0.660  0.3723
H 0.045 2.600 0.536  0.2721
H -0.956 1.563 1.628  0.2864
H 0.918 0.880 -2.738  0.2421
H -0.443 1.393 -1.815  0.2915

[2]
C27H42CsGeN2O5PS | ωB97M-V with the def2-TZVPD basis set

Values from the calculation:
total charge	-2
gap between HOMO and LUMO	4.3	eV
relative energy (zero: lowest compared OMol25 entry of this formula, charge and spin)	0.000	eV
electronic energy	-4376.38340	a.u.
maximum force	0.91	eV/Å

Last column: Mulliken charge in e.
Element x y z (Å)
Cs 0.507 1.416 0.631  0.9543
C -3.572 1.842 -2.839  -1.0258
N -2.371 1.024 -2.842  0.2077
C -1.473 1.145 -3.971  -1.0999
C -1.928 0.399 -1.708  0.5991
O -0.817 -0.101 -1.635  -0.5604
C -2.908 0.425 -0.552  -0.6949
O -2.406 -0.311 0.529  0.0946
C -3.093 0.075 1.698  0.2865
C -2.566 -0.691 2.893  0.3120
O -1.798 -1.636 2.780  -0.6967
N -3.046 -0.252 4.088  0.2214
C -2.393 -0.704 5.300  -1.0848
C -3.821 0.982 4.195  -0.8440
H -3.572 2.452 -3.741  0.4228
H -3.593 2.515 -1.979  0.3227
H -4.486 1.241 -2.843  0.2852
H -1.168 2.185 -4.123  0.4038
H -1.955 0.787 -4.886  0.3437
H -0.585 0.551 -3.776  0.2272
H -3.891 0.051 -0.871  0.2596
H -2.989 1.488 -0.278  0.1860
H -4.172 -0.125 1.603  0.2399
H -2.976 1.152 1.865  -0.3162
H -1.772 -1.562 5.063  0.3050
H -3.137 -0.986 6.050  0.3284
H -1.760 0.092 5.704  0.3346
H -4.691 0.955 3.538  0.2771
H -3.210 1.860 3.963  0.2384
H -4.183 1.055 5.221  0.3012
O -3.048 3.514 2.028  -0.7626
C -1.953 3.491 1.440  -0.0200
O -1.732 3.023 0.279  -0.6855
C -0.744 4.126 2.124  -0.0567
C -0.309 5.334 1.583  -0.3676
C 0.729 6.058 2.150  -0.6919
C 1.359 5.537 3.277  -0.4546
C 0.957 4.319 3.797  -0.7968
C -0.096 3.564 3.246  0.7243
S -0.482 1.977 3.899  -0.2836
H -0.811 5.707 0.696  0.3537
H 1.048 7.000 1.718  0.3453
H 2.181 6.072 3.742  0.3235
H 1.468 3.900 4.656  0.3423
C -0.831 -4.574 1.090  -1.3081
P -0.482 -3.257 -0.152  0.4921
C 0.789 -2.340 0.800  0.0768
C 0.623 -4.177 -1.320  0.2131
C 1.637 -5.049 -0.920  -0.2082
C 2.455 -5.674 -1.849  -0.6796
C 2.277 -5.433 -3.206  -0.3842
C 1.281 -4.563 -3.622  -0.4802
C 0.462 -3.944 -2.684  -0.2570
H 0.071 -5.037 1.499  0.3534
H -1.467 -5.349 0.656  0.3899
H -1.375 -4.091 1.906  0.3124
H 1.533 -3.017 1.229  0.4650
H 0.274 -1.816 1.609  0.1170
H 1.317 -1.611 0.179  -0.5633
H 1.800 -5.229 0.136  0.1813
H 3.244 -6.339 -1.515  0.3583
H 2.924 -5.907 -3.934  0.3374
H 1.151 -4.348 -4.676  0.3477
H -0.303 -3.245 -3.005  0.3047
C 5.775 0.039 -2.784  -1.3199
Ge 3.965 0.240 -1.939  0.5109
C 2.881 -1.144 -2.853  -0.9516
C 3.346 1.970 -2.703  -1.0970
C 3.725 0.172 -0.085  -0.9402
H 5.733 0.119 -3.877  0.3186
H 6.196 -0.936 -2.519  0.3392
H 6.449 0.810 -2.401  0.3467
H 2.917 -1.030 -3.942  0.4093
H 1.840 -1.067 -2.528  0.0531
H 3.234 -2.149 -2.604  0.2547
H 3.649 2.075 -3.749  0.3356
H 3.757 2.809 -2.135  0.3348
H 2.256 2.035 -2.648  0.2033
H 4.281 0.927 0.479  0.2609
H 3.873 -0.821 0.353  0.0748

[3]
C27H36F2IN2O2PS2Si2 | ωB97M-V with the def2-TZVPD basis set

Values from the calculation:
gap between HOMO and LUMO	8.2	eV
electronic energy	-3524.68716	a.u.
maximum force	1.44	eV/Å

Last column: Mulliken charge in e.
Element x y z (Å)
C -3.549 3.573 -2.257  -1.3114
C -3.081 4.013 -3.627  0.4190
F -4.163 3.857 -4.531  -0.3490
Si -1.672 2.946 -4.324  0.5262
O -2.313 1.478 -4.699  -0.1809
Si -1.519 0.030 -4.466  0.0039
C 0.278 0.124 -5.013  -0.6223
C 1.378 0.345 -3.968  -0.3137
C 1.709 -0.876 -3.129  -1.0062
I 2.691 -2.409 -4.244  0.0234
C -1.809 -0.570 -2.718  -0.9417
C -1.273 0.298 -1.577  0.1523
C -1.568 -0.331 -0.214  -0.4648
S -1.591 0.984 1.034  -0.2131
C -1.824 -0.084 2.451  0.4069
S -3.303 -0.706 2.746  -0.2783
N -0.694 -0.395 3.175  0.8496
C 0.467 0.471 3.096  -0.2780
C 0.725 1.458 4.031  -0.1959
C 1.849 2.252 3.902  -0.8453
C 2.715 2.078 2.838  -0.5910
C 2.448 1.094 1.896  -1.2055
C 1.338 0.288 2.034  0.5271
C -0.926 -1.002 4.466  -0.5834
C -1.478 -0.281 5.517  0.1614
C -1.703 -0.901 6.735  -0.9570
C -1.394 -2.245 6.901  -0.4009
C -0.854 -2.967 5.845  -0.6722
C -0.617 -2.346 4.625  -0.2193
P -1.025 3.977 -6.237  0.0497
N -0.770 5.617 -5.770  -0.6268
O 0.551 3.485 -6.364  -0.4221
H -3.648 2.486 -2.223  0.2515
H -4.533 3.988 -2.041  0.4118
H -2.837 3.864 -1.485  0.3087
H -2.839 5.079 -3.642  0.2335
H -0.623 2.847 -3.269  -0.1646
H -2.200 -0.931 -5.363  -0.2295
H 0.362 0.878 -5.798  0.2467
H 0.471 -0.835 -5.504  0.5048
H 2.293 0.627 -4.496  0.4855
H 1.159 1.187 -3.307  0.1398
H 2.391 -0.624 -2.321  0.4265
H 0.834 -1.346 -2.689  0.2324
H -2.896 -0.633 -2.603  0.5322
H -1.435 -1.591 -2.598  0.5006
H -0.191 0.421 -1.648  0.0259
H -1.712 1.296 -1.599  -0.2558
H -2.541 -0.820 -0.207  0.6568
H -0.797 -1.053 0.059  0.1030
H 0.060 1.625 4.864  0.2580
H 2.053 3.016 4.639  0.3799
H 3.589 2.706 2.731  0.4142
H 3.118 0.955 1.057  0.4670
H 1.135 -0.476 1.300  0.7886
H -1.754 0.756 5.380  0.4792
H -2.143 -0.344 7.551  0.3753
H -1.584 -2.746 7.841  0.3911
H -0.634 -4.018 5.971  0.3964
H -0.223 -2.899 3.784  0.3427
H -0.031 5.741 -5.084  0.2895
H -1.614 6.062 -5.431  0.2745
H 0.829 3.614 -7.278  0.3074
F 0.840 -2.918 1.647  -0.1434
C 1.969 -3.631 1.875  0.5383
C 1.857 -4.992 2.071  -0.5838
C 3.013 -5.723 2.305  -0.3831
C 4.247 -5.090 2.344  -0.5733
C 4.328 -3.718 2.147  -0.4972
C 3.182 -2.974 1.907  -0.2259
H 0.883 -5.462 2.040  0.4388
H 2.946 -6.792 2.455  0.3691
H 5.144 -5.664 2.528  0.3819
H 5.288 -3.221 2.182  0.3780
H 3.222 -1.904 1.753  0.2866

[4]
C15H30N4O3 | ωB97M-V with the def2-TZVPD basis set

Values from the calculation:
SMILES	CNC(=O)[C@@H](CCCCN)NC(=O)[C@@H](CC(C)C)NC(C)=O
gap between HOMO and LUMO	9.4	eV
relative energy (zero: lowest compared OMol25 entry of this formula, charge and spin)	0.000	eV
electronic energy	-1034.35357	a.u.
maximum force	2.58	eV/Å

Last column: Mulliken charge in e.
Element x y z (Å)
O -2.232 -0.379 2.378  -0.6459
O 1.884 2.871 -0.566  -0.7055
O 0.283 -1.332 -1.293  -0.7687
C -1.208 -0.854 2.837  0.7506
C 1.417 1.718 -0.733  -0.0481
C -0.217 -1.003 -0.228  0.2393
N 2.216 0.659 -0.960  -0.0113
N -0.926 6.585 -2.788  -0.6203
N -0.462 0.277 0.114  -0.0144
N -0.416 -1.730 2.189  -0.0435
C -0.758 -0.475 4.194  -1.3473
C 3.685 0.701 -0.919  -0.9973
C -1.590 -4.970 1.547  -1.5578
C 0.628 -4.774 2.626  -1.6425
C -0.510 5.265 -3.341  -0.4638
C -0.832 4.152 -2.307  -0.4279
C -0.373 2.810 -2.896  -0.8917
C -0.125 -4.712 1.260  0.7115
C -0.769 1.558 -2.061  -0.8150
C 0.133 -3.452 0.459  -1.2031
C -0.099 1.482 -0.678  0.2485
C -0.600 -2.126 0.772  0.2938
H 1.725 -0.197 -1.136  0.2210
H -0.585 6.660 -1.828  0.2234
H -0.547 7.315 -3.386  0.2267
H -0.970 0.436 0.998  0.2132
H 0.446 -2.064 2.619  0.3561
H -1.255 -1.121 4.917  0.3038
H 0.335 -0.619 4.294  0.3402
H -1.008 0.564 4.391  0.3555
H 4.005 1.362 -0.084  0.3320
H 4.047 1.102 -1.834  0.3061
H 4.116 -0.286 -0.730  0.3442
H -1.974 -4.240 2.275  0.2513
H -1.742 -5.971 1.954  0.4785
H -2.165 -4.838 0.641  0.3680
H 0.509 -5.769 3.068  0.4305
H 0.281 -4.029 3.326  0.3173
H 1.645 -4.466 2.441  0.4115
H 0.590 5.284 -3.509  0.3060
H -1.014 5.033 -4.312  0.2877
H -1.907 4.121 -2.082  0.2122
H -0.302 4.296 -1.371  0.3650
H 0.721 2.867 -3.025  0.3049
H -0.806 2.702 -3.902  0.5054
H 0.239 -5.579 0.733  0.4477
H -1.867 1.582 -1.937  0.3890
H -0.496 0.631 -2.609  0.3047
H 1.197 -3.291 0.473  0.3841
H -0.171 -3.719 -0.559  0.4043
H -0.517 2.300 -0.097  0.4414
H -1.660 -2.341 0.662  0.1284

Q: Look up the maximum force of the third one.
A: 1.44 eV/Å

Q: maximum force of number 3 (C27H36F2IN2O2PS2Si2)?
A: 1.44 eV/Å

Q: What is the maximum force in the second record?
A: 0.91 eV/Å